The following is a DFT calculation (the ωB97M-V functional and the def2-TZVPD basis) of C22H17AsBN2O4ReS5 as an isolated structure at a distorted geometry.

Atoms and positions in Å:
Re 2.088 -0.415 -1.091
As 4.622 -2.302 -0.921
S 4.356 -0.155 -1.202
S 2.139 -1.947 -2.803
S 1.999 -1.389 1.494
S 6.101 -2.882 0.203
S 3.410 -3.504 -2.348
O -0.644 -0.289 -1.777
O 0.401 0.394 -3.727
O 2.388 -2.144 0.233
O 3.035 -1.081 2.385
N 1.756 1.620 -1.139
N 1.448 -0.069 0.739
C 0.931 1.133 1.062
C -3.742 0.875 -3.547
C -1.752 -2.829 2.300
C -0.418 -2.751 4.291
C -0.213 2.806 2.379
C 0.291 1.501 2.242
C 1.075 2.043 0.024
C 0.592 3.388 0.162
C 0.594 -2.155 2.161
C -2.966 0.223 -2.549
C -0.130 3.716 1.345
C 1.641 3.869 -1.981
C 0.669 -2.282 3.490
C -0.980 0.500 -3.888
C 1.993 2.508 -2.063
C 0.858 4.245 -0.930
C -1.641 -2.899 3.707
C -0.700 -2.406 1.502
C -2.840 -3.353 4.452
C -3.129 1.233 -4.741
C -1.649 0.060 -2.729
C -1.724 1.010 -4.948
B 0.528 -0.047 -2.490
H -1.227 1.242 -5.864
H -4.687 1.325 -3.270
H -3.600 1.897 -5.459
H 0.224 0.828 3.090
H -3.360 0.005 -1.544
H -0.387 4.749 1.450
H 1.944 4.436 -2.796
H 0.514 5.295 -0.837
H -2.859 -4.463 4.236
H 1.472 -2.149 4.181
H -0.778 3.023 3.276
H -2.703 -3.244 5.548
H -3.729 -2.913 3.997
H -0.208 -2.969 5.343
H -0.931 -2.323 0.423
H 2.637 2.121 -2.904
H -2.708 -3.085 1.834

## Properties
Total charge: +2
E_tot in eV: -152067.1805
Orbital gap (alpha / beta) in eV: 6.01 / 6.01
M in g/mol: 805.66
Energy above the lowest of the compared OMol25 structures with the same formula, charge and spin in kJ/mol: 161.6



The following is a DFT calculation (the ωB97M-V functional and the def2-TZVPD basis) of one molecule with the formula C7H15NO2.

Atoms and positions in Å:
O 0.573 -0.853 1.501
O 0.551 -2.687 0.168
N 2.568 -0.317 -0.252
C -1.249 -0.226 0.010
C 0.707 -2.129 1.218
C 0.182 0.092 0.478
C -1.744 0.732 -1.068
C 1.449 1.608 -1.120
C -2.202 -0.169 1.207
C 1.261 0.165 -0.651
H 0.937 -0.457 -1.489
H -1.248 -1.241 -0.402
H 0.545 2.001 -1.592
H -3.192 -0.507 0.916
H 1.007 -2.655 2.144
H 1.721 2.253 -0.275
H -1.686 1.757 -0.737
H -2.782 0.501 -1.298
H 2.268 1.623 -1.846
H 2.593 -1.325 -0.156
H 2.855 0.108 0.627
H 0.180 1.040 1.028
H -2.275 0.850 1.565
H -1.168 0.638 -1.996
H -1.851 -0.801 2.022

## Properties
SMILES: CC(C)[C@@H](OC=O)[C@@H](C)N
E_tot in eV: -13087.5817
Orbital gap in eV: 10.24
M in g/mol: 145.20
Energy above the lowest of the compared OMol25 structures with the same formula, charge and spin in kJ/mol: 67.5



The following is a DFT calculation (the ωB97M-V functional and the def2-TZVPD basis) of one molecule with the formula C19H21N5O2 at a distorted geometry.

Atoms and positions in Å:
O -4.664 0.853 0.420
O 1.473 -0.186 -0.963
N 2.191 0.092 2.224
N 3.675 1.242 1.063
N 3.739 -0.414 -1.531
N 4.147 -3.877 0.086
N 1.053 -2.127 0.051
C -2.999 -0.909 0.774
C -5.694 0.096 1.022
C -1.221 0.697 -0.632
C 3.923 0.955 -1.950
C 2.384 1.128 1.460
C 0.553 -0.997 -0.325
C 2.373 -2.101 -0.320
C 4.883 1.742 -1.048
C 3.315 -3.102 -0.081
C 4.236 2.274 0.235
C -1.700 -1.328 0.572
C 3.404 -0.508 2.343
C -6.264 -0.977 0.091
C -2.514 1.117 -0.431
C 4.340 0.190 1.636
C -6.910 -0.355 -1.141
C 2.616 -0.886 -0.944
C -0.796 -0.537 -0.134
C -3.424 0.322 0.274
H 2.941 1.431 -1.973
H 5.390 0.034 1.501
H -6.189 0.264 -1.667
H -3.669 -1.546 1.329
H -2.857 2.068 -0.808
H -0.530 1.318 -1.181
H -5.349 -0.348 1.964
H -6.470 0.831 1.253
H -1.361 -2.274 0.961
H 3.524 -1.402 2.920
H 5.733 1.103 -0.796
H -7.264 -1.128 -1.818
H 3.428 2.966 -0.020
H -6.999 -1.561 0.648
H 4.326 0.944 -2.969
H 5.265 2.598 -1.606
H 1.621 1.822 1.166
H -7.755 0.269 -0.855
H 4.566 -0.973 -1.387
H 4.991 2.827 0.808
H -5.462 -1.649 -0.223

## Properties
SMILES: CCCOc1ccc(-c2nc(C#N)c(NCCCn3ccnc3)o2)cc1
E_tot in eV: -31588.8529
Orbital gap in eV: 7.89
M in g/mol: 351.41
Energy above the lowest of the compared OMol25 structures with the same formula, charge and spin in kJ/mol: 58.2



The following is a DFT calculation (the ωB97M-V functional and the def2-TZVPD basis) of C17H60N16O13 as an isolated structure at a distorted geometry.

Atoms and positions in Å:
O 2.798 -1.264 4.088
O -3.442 -3.363 -1.137
O 4.427 3.429 3.064
O 1.035 1.672 -0.036
O -2.580 2.549 -0.978
O -3.262 -0.931 0.225
O 1.033 -1.466 -1.789
O 2.999 3.012 -2.254
O -6.070 0.287 -1.049
O 6.269 -1.693 0.498
O -0.837 1.876 -3.810
O 0.312 -2.613 2.588
O -2.072 2.481 1.902
N 2.829 -0.246 1.989
N -5.799 0.896 -3.356
N -2.664 3.707 -2.999
N 4.954 1.841 -2.374
N 4.265 1.888 1.410
N 1.615 -3.076 0.653
N 4.122 -2.321 1.160
N 1.343 -4.680 2.037
N -0.966 0.459 -0.195
N 2.511 2.962 1.810
N 0.666 -0.550 0.782
N -3.998 0.340 -2.198
N 3.397 1.094 -1.055
N 1.834 0.800 3.648
N -3.003 4.873 -1.103
N 4.421 -1.409 -0.856
C -1.071 -1.181 -3.024
C -2.167 -4.428 0.472
C 3.774 1.998 -1.892
C 2.462 -0.252 3.230
C 3.730 2.767 2.118
C -0.193 -2.042 -2.148
C -2.783 3.714 -1.692
C -3.539 -0.628 1.574
C 0.266 0.542 0.218
C -2.405 -1.058 2.488
C -2.572 -4.482 -1.001
C -5.328 0.518 -2.200
C 1.094 -3.448 1.783
C -1.522 2.187 4.098
C -0.911 2.334 2.686
C 4.970 -1.790 0.260
C 0.368 1.971 -3.134
H 3.144 -2.678 0.904
H 2.478 1.217 -0.706
H -0.753 -2.425 -1.330
H -6.864 0.830 -3.500
H 3.300 0.677 1.592
H 2.090 2.503 0.973
H -2.566 2.590 4.216
H 1.661 -0.411 1.334
H 3.667 -1.892 -1.299
H -1.090 2.806 4.814
H -0.012 -2.949 -2.774
H 0.746 -0.802 -1.144
H -1.690 -5.412 0.721
H -1.464 -3.619 0.636
H -2.151 2.781 -3.313
H -3.074 -4.289 1.060
H 5.391 0.975 -2.356
H -5.210 1.055 -4.164
H 0.326 2.710 -2.314
H 0.773 1.018 -2.800
H -3.014 4.871 -0.116
H 2.146 3.898 2.153
H -0.535 -0.628 -3.781
H 1.811 -5.274 1.358
H -3.148 -5.375 -1.278
H -1.387 1.202 -0.783
H -1.887 2.264 0.988
H 1.916 -3.757 -0.043
H -3.291 -1.876 0.099
H -0.292 3.245 2.640
H -1.752 -1.860 -3.530
H -1.622 -0.281 0.106
H 5.126 -1.136 -1.590
H -2.771 -0.839 3.464
H 3.409 -1.066 1.700
H -0.291 1.504 2.410
H 1.108 2.386 -3.732
H -4.552 -1.010 1.802
H -2.075 -2.102 2.387
H 1.371 -2.094 0.443
H 4.561 -2.719 1.974
H -3.381 0.800 -2.797
H -3.796 0.435 1.636
H 4.008 1.714 0.435
H -3.179 5.739 -1.629
H 1.255 -5.093 2.946
H 1.718 1.639 3.048
H -0.620 1.634 -4.738
H -3.484 -3.104 -2.048
H 3.865 0.136 -0.930
H 1.519 0.960 4.606
H 0.084 -1.184 1.332
H -2.463 4.538 -3.530
H -1.632 -0.355 2.395
H -1.730 -4.473 -1.720
H -1.554 1.104 4.512
H 5.311 1.860 1.556
H -1.514 -0.371 -2.576
H -3.621 0.117 -1.264
H 5.386 2.569 -2.990

## Properties
E_tot in eV: -69058.9027
Orbital gap in eV: 8.24
M in g/mol: 696.77
Energy above the lowest of the compared OMol25 structures with the same formula, charge and spin in kJ/mol: 366.1